Record 1
ORCA calculation (ωB97M-V with the def2-TZVPD basis set) on a molecular structure, C27H41BrN2P2Pt in a non-equilibrium geometry.

```
74
C27H41BrN2P2Pt ωB97M-V with the def2-TZVPD basis set
Pt -0.83 -0.86 0.29
Br -5.91 0.58 0.44
P -1.78 -1.80 -1.59
P 1.41 -0.66 -0.35
N 3.70 4.56 -3.07
N 0.30 -0.50 2.05
C 3.38 -2.73 -0.82
C -1.26 -3.91 -3.39
C 1.51 3.64 -2.87
C -4.24 1.44 0.82
C 2.66 4.60 -0.93
C -4.20 -3.33 -1.39
C 3.08 0.29 -2.45
C 3.72 4.91 -1.79
C -2.86 -3.01 -0.76
C -3.25 0.58 1.19
C 2.11 -2.33 -0.06
C -0.67 -2.64 -2.76
C 1.65 -0.16 -2.09
C -1.60 2.28 0.45
C -2.68 -0.57 -2.58
C 0.43 0.10 3.09
C -2.66 3.19 0.37
C -0.35 2.82 -0.01
C -3.22 -1.08 -3.93
C 0.61 0.40 4.47
C -3.99 2.78 0.53
C 0.51 3.39 -0.68
C 2.63 4.00 -3.64
C 2.39 0.58 0.60
C 1.62 3.83 -1.48
C -1.90 0.95 0.92
C 3.88 0.34 0.77
H 0.65 -0.58 4.98
H 4.38 0.38 -0.20
H -3.81 -0.28 -4.40
H -4.74 -3.96 -0.67
H -0.42 -1.92 -3.55
H 1.54 0.96 4.61
H 2.64 4.89 0.12
H -3.51 -0.20 -1.95
H -2.11 -3.71 -4.07
H -2.41 4.24 0.17
H 3.31 1.28 -2.04
H 1.29 -3.04 -0.26
H -4.82 -2.43 -1.56
H -4.79 3.47 0.36
H -3.47 -0.42 1.59
H 0.94 0.67 -2.26
H 2.67 3.77 -4.70
H 2.26 -2.42 1.03
H 0.62 3.20 -3.31
H -0.46 -4.39 -3.98
H 2.12 1.57 0.20
H 3.20 0.40 -3.54
H -2.24 -3.91 -0.67
H 4.06 -0.63 1.26
H -0.23 0.99 4.86
H 4.33 1.10 1.42
H 2.00 0.61 1.62
H 4.62 5.38 -1.40
H -2.42 -1.33 -4.64
H 0.27 -2.91 -2.26
H 1.37 -1.00 -2.74
H -3.01 -2.65 0.27
H -2.01 0.29 -2.78
H 3.65 -3.77 -0.59
H 4.22 -2.09 -0.52
H -1.58 -4.64 -2.62
H 3.85 -0.41 -2.13
H 3.22 -2.65 -1.90
H -4.11 -3.90 -2.32
H -3.87 -1.96 -3.84
H -1.37 0.28 1.67
```

total charge = +2
2S+1 = 3
HOMO energy (spin up / spin down) = -12.66 / -14.12 eV
LUMO (spin up / spin down) = -0.2222 / -0.3181 Eh

The molecule's Löwdin atomic charges, reported in e, are given here:
1 Pt 0.84
2 Br 0.80
3 P 0.79
4 P 0.85
5 N 0.07
6 N -0.05
7 C -0.11
8 C -0.11
9 C -0.02
10 C -0.65
11 C 0.01
12 C -0.12
13 C -0.12
14 C -0.11
15 C -0.41
16 C -0.17
17 C -0.38
18 C -0.39
19 C -0.36
20 C -0.19
21 C -0.37
22 C -0.13
23 C 0.01
24 C 0.04
25 C -0.13
26 C 0.00
27 C -0.03
28 C 0.05
29 C -0.12
30 C -0.37
31 C -0.25
32 C -0.25
33 C -0.12
34 H 0.12
35 H 0.06
36 H 0.09
37 H 0.09
38 H 0.09
39 H 0.11
40 H 0.12
41 H 0.07
42 H 0.08
43 H 0.15
44 H 0.07
45 H 0.06
46 H 0.07
47 H 0.12
48 H 0.11
49 H 0.07
50 H 0.12
51 H 0.09
52 H 0.12
53 H 0.09
54 H 0.06
55 H 0.09
56 H 0.09
57 H 0.08
58 H 0.12
59 H 0.09
60 H 0.03
61 H 0.12
62 H 0.08
63 H 0.06
64 H 0.06
65 H 0.05
66 H 0.09
67 H 0.09
68 H 0.07
69 H 0.07
70 H 0.06
71 H 0.08
72 H 0.08
73 H 0.07
74 H 0.03

Record 2
ORCA calculation (ωB97M-V with the def2-TZVPD basis set) on a molecular structure, C27H41Cl3MgN3O3Si in a non-equilibrium geometry.

```
79
C27H41Cl3MgN3O3Si ωB97M-V with the def2-TZVPD basis set
Cl 1.19 -1.42 2.63
Cl 0.42 1.23 0.02
Cl -0.22 -4.28 -0.10
Si 0.82 -3.44 -1.98
Mg -0.44 -0.03 1.53
O -2.29 -0.68 0.54
O 0.97 -1.96 -2.93
O -0.77 1.74 2.52
N -3.46 -0.14 -1.41
N 0.21 3.77 2.03
N -1.80 -0.88 3.42
C -1.15 0.08 8.13
C -2.66 0.12 -0.35
C 1.57 -5.31 -2.37
C 2.02 -2.67 -0.71
C 1.09 -0.17 7.25
C -0.98 4.26 1.34
C -3.97 -1.48 -1.71
C -1.01 -3.32 -2.61
C 0.19 2.55 2.62
C 0.23 0.11 8.32
C -3.83 0.95 -2.34
C 1.65 -0.82 -3.54
C 1.17 0.12 -5.85
C -0.06 1.08 -3.28
C -0.84 -0.47 5.80
C 1.63 -0.90 -5.11
C 0.57 3.27 -2.44
C 1.24 0.61 -3.06
C 1.31 0.23 -7.33
C -1.39 -0.71 4.51
C 2.21 -2.17 -5.67
C 2.22 1.48 -2.54
C 0.55 -0.46 5.99
C 1.46 4.31 1.50
C -1.68 -0.21 6.87
C 1.89 2.81 -2.26
C -0.40 2.41 -3.00
H 0.90 1.18 -7.69
H 1.19 -0.72 5.14
H 3.17 -2.37 -5.20
H -1.66 -4.15 -2.30
H -3.48 -1.90 -2.62
H -0.74 0.39 -3.79
H -2.24 1.15 -0.34
H -3.58 1.91 -1.86
H 2.16 -0.19 7.44
H 2.58 -5.26 -2.81
H 1.44 -1.87 -0.22
H -1.81 0.27 8.98
H 0.59 0.93 -5.41
H 2.66 3.51 -1.91
H 0.64 0.33 9.30
H -2.76 -0.25 6.73
H 2.37 -2.10 -6.75
H -5.04 -1.44 -1.93
H 0.31 4.32 -2.25
H 1.51 5.38 1.71
H -0.81 4.19 0.26
H 2.40 -3.34 0.08
H 2.85 -2.15 -1.19
H -3.30 0.89 -3.30
H 1.14 2.21 3.10
H 1.69 -5.93 -1.47
H 0.92 -5.91 -3.04
H 2.73 -0.75 -3.41
H 1.54 -3.01 -5.50
H 1.41 4.19 0.41
H -1.11 -3.11 -3.68
H -1.41 2.78 -3.23
H -1.11 5.32 1.57
H -4.91 0.90 -2.57
H -1.35 -2.42 -2.08
H -1.83 3.64 1.66
H 3.25 1.13 -2.41
H 2.38 0.19 -7.57
H 2.33 3.75 1.89
H -3.75 -2.07 -0.81
H 0.79 -0.54 -7.90
```

total charge = -1
HOMO energy = -4.48 eV
LUMO = 0.0789 Eh

The molecule's Löwdin atomic charges, reported in e, are given here:
1 Cl -0.07
2 Cl 0.31
3 Cl 0.09
4 Si 0.17
5 Mg 0.11
6 O -0.08
7 O -0.27
8 O -0.17
9 N -0.16
10 N -0.19
11 N 0.17
12 C -0.09
13 C -0.30
14 C -0.23
15 C -0.27
16 C -0.07
17 C -0.04
18 C -0.03
19 C -0.28
20 C -0.32
21 C -0.09
22 C -0.05
23 C -0.25
24 C -0.13
25 C -0.10
26 C -0.21
27 C -0.22
28 C -0.16
29 C -0.19
30 C -0.12
31 C -0.16
32 C -0.04
33 C -0.07
34 C -0.02
35 C -0.05
36 C -0.04
37 C -0.15
38 C -0.12
39 H 0.06
40 H 0.05
41 H 0.09
42 H 0.00
43 H 0.09
44 H 0.12
45 H 0.11
46 H 0.08
47 H 0.11
48 H -0.01
49 H -0.03
50 H 0.10
51 H 0.08
52 H 0.09
53 H 0.10
54 H 0.12
55 H 0.06
56 H 0.08
57 H 0.09
58 H 0.09
59 H 0.08
60 H 0.01
61 H 0.01
62 H 0.08
63 H 0.16
64 H -0.01
65 H 0.00
66 H 0.12
67 H 0.09
68 H 0.07
69 H 0.01
70 H 0.09
71 H 0.09
72 H 0.08
73 H -0.01
74 H 0.09
75 H 0.11
76 H 0.07
77 H 0.10
78 H 0.10
79 H 0.07

Record 3
ORCA calculation (ωB97M-V with the def2-TZVPD basis set) on a molecular structure, C27H41ClN3O4V in a non-equilibrium geometry.

```
77
C27H41ClN3O4V ωB97M-V with the def2-TZVPD basis set
V -0.13 0.36 0.45
Cl 1.00 -0.80 2.03
O -1.79 -0.09 1.59
O -1.46 1.48 -0.74
O 1.23 1.07 -0.62
O -0.10 2.10 1.66
N -2.98 -1.62 2.82
N -1.17 1.13 -3.00
N 0.05 4.37 1.89
C 3.02 0.43 0.86
C 2.79 1.38 1.98
C 5.15 -0.43 -2.99
C -4.22 -2.36 -0.51
C 2.62 0.99 -0.50
C 3.60 -1.66 2.26
C -1.77 -2.27 -0.67
C -0.14 1.17 -4.03
C 4.60 0.30 -1.94
C -3.97 -0.66 3.31
C -2.21 0.13 -3.14
C -3.02 -1.65 -0.47
C 3.22 0.22 -1.69
C -0.03 4.31 3.34
C -3.22 -3.03 3.08
C -1.04 1.86 -1.88
C -2.99 -4.36 -1.02
C 0.09 3.25 1.16
C 4.34 -1.24 -3.79
C -1.80 -3.64 -0.98
C -1.89 -1.22 2.17
C 0.16 5.67 1.26
C 2.97 -1.31 -3.54
C -0.51 -1.60 -0.69
C 3.37 -0.94 0.97
C -4.21 -3.73 -0.78
C 2.41 -0.57 -2.49
H 0.34 3.38 0.07
H 3.45 -1.02 3.13
H 3.09 2.00 -0.52
H 0.30 -2.19 -0.21
H -3.69 0.34 2.96
H -4.96 -0.94 2.94
H -2.86 0.14 -2.26
H 0.21 0.14 -4.23
H -0.52 2.83 -2.01
H 0.71 1.78 -3.68
H -1.03 4.64 3.67
H -2.80 0.35 -4.05
H -3.08 -0.56 -0.27
H 0.72 4.99 3.77
H -4.24 -3.30 2.76
H 0.16 3.29 3.68
H -3.98 -0.68 4.42
H -0.73 6.29 1.50
H 4.77 -1.81 -4.61
H 2.32 -1.93 -4.16
H -1.05 -1.95 2.12
H 4.62 -2.04 2.28
H 2.92 -2.53 2.34
H -2.97 -5.43 -1.24
H 1.34 -0.59 -2.29
H 3.43 -1.52 0.04
H -0.19 -1.50 -1.77
H 6.22 -0.36 -3.19
H 0.22 5.54 0.17
H -0.55 1.60 -4.96
H -1.74 -0.86 -3.24
H -0.85 -4.16 -1.18
H -5.17 -1.84 -0.33
H 5.22 0.93 -1.30
H -2.49 -3.63 2.51
H 1.72 1.40 2.29
H 3.02 2.37 1.64
H 3.36 1.10 2.87
H 1.06 6.19 1.62
H -5.15 -4.28 -0.81
H -3.11 -3.25 4.16
```

total charge = -1
2S+1 = 4
HOMO energy (spin up / spin down) = -1.11 / -3.13 eV
LUMO (spin up / spin down) = 0.0908 / 0.0898 Eh

The molecule's Löwdin atomic charges, reported in e, are given here:
1 V 0.43
2 Cl 0.40
3 O -0.17
4 O -0.10
5 O -0.34
6 O -0.12
7 N -0.18
8 N -0.17
9 N -0.19
10 C -0.32
11 C -0.13
12 C -0.11
13 C -0.12
14 C -0.37
15 C -0.20
16 C -0.35
17 C -0.05
18 C -0.05
19 C -0.04
20 C -0.04
21 C -0.09
22 C -0.17
23 C -0.03
24 C -0.05
25 C -0.25
26 C -0.13
27 C -0.25
28 C -0.12
29 C -0.06
30 C -0.33
31 C -0.06
32 C -0.09
33 C -0.22
34 C -0.19
35 C -0.15
36 C -0.05
37 H 0.14
38 H 0.04
39 H 0.13
40 H 0.03
41 H 0.09
42 H 0.08
43 H 0.08
44 H 0.09
45 H 0.14
46 H 0.10
47 H 0.09
48 H 0.09
49 H 0.10
50 H 0.09
51 H 0.08
52 H 0.09
53 H 0.09
54 H 0.09
55 H 0.09
56 H 0.09
57 H 0.08
58 H 0.05
59 H 0.05
60 H 0.09
61 H 0.07
62 H 0.11
63 H 0.04
64 H 0.09
65 H 0.09
66 H 0.08
67 H 0.09
68 H 0.11
69 H 0.10
70 H 0.11
71 H 0.10
72 H 0.02
73 H 0.06
74 H 0.07
75 H 0.09
76 H 0.08
77 H 0.08

| no. | DFT total energy (eV) |
| --- | --- |
| 1 | -123492.442 |
| 2 | -90173.186 |
| 3 | -79534.365 |